Density functional theory data (ωB97M-V with the def2-TZVPD basis set) for a structure of composition C34H29F6MnN2O4P2S2 in a non-equilibrium geometry.

Properties
Net charge   +1
Spin multiplicity   6
Frontier orbital gap (spin up / spin down)   8.3 / 7.5 eV
Total energy   -4952.593949 Ha
Energy above the lowest of the compared OMol25 structures with the same formula, charge and spin   8.0 kcal per mole

Each line ends with the Mulliken charge.
Cartesian coordinates (Å):
Mn 0.2000 0.1281 0.4827  -0.06
F 4.5261 -0.7872 -0.7909  -0.18
C 4.2731 -1.1775 0.4434  0.46
F 4.2866 -2.4929 0.5262  -0.18
F 5.1260 -0.6443 1.2874  -0.17
S 2.5768 -0.5902 0.8573  1.55
O 1.6354 -1.3343 -0.0125  -0.78
O 2.4936 0.8382 0.5984  -0.47
N 2.4827 -0.9478 2.3706  -0.45
S 1.1321 -1.2565 3.1366  1.11
O 1.2298 -0.9418 4.5142  -0.60
O -0.0362 -0.7105 2.3971  -0.55
C 0.9131 -3.0848 3.0278  0.66
F 2.0286 -3.6641 3.4268  -0.20
F -0.0922 -3.4183 3.8132  -0.19
F 0.6480 -3.4220 1.7735  -0.19
C -1.5813 3.1392 -0.7393  -2.32
N -2.8056 2.8388 -0.0290  1.59
C -2.9496 1.6284 0.7427  -2.48
P -2.2773 0.1061 -0.0871  1.24
C -3.2668 -1.2126 0.6779  1.00
C -3.9260 -2.1684 -0.0902  -0.51
C -4.6448 -3.1805 0.5326  -0.71
C -4.7058 -3.2436 1.9165  -0.57
C -4.0396 -2.2995 2.6865  -0.83
C -3.3141 -1.2913 2.0721  -0.54
C -2.8177 0.2478 -1.8002  0.26
C -4.1061 0.6781 -2.1120  -0.30
C -4.4924 0.7871 -3.4381  -0.84
C -3.6008 0.4616 -4.4541  -0.49
C -2.3176 0.0307 -4.1514  -0.67
C -1.9250 -0.0709 -2.8239  -0.40
C -3.8266 3.8135 0.0330  0.43
C -4.6257 3.9353 1.1677  -0.19
C -5.6313 4.8923 1.2164  -0.85
C -5.8427 5.7518 0.1498  -0.55
C -5.0402 5.6383 -0.9762  -0.79
C -4.0454 4.6728 -1.0424  -0.48
P -0.0494 2.6735 0.1889  1.02
C 1.2400 3.6152 -0.6720  0.80
C 1.2935 3.5972 -2.0664  -0.53
C 2.3076 4.2697 -2.7326  -0.73
C 3.2805 4.9477 -2.0116  -0.55
C 3.2386 4.9544 -0.6250  -0.78
C 2.2232 4.2881 0.0469  -0.39
C -0.2620 3.4476 1.8109  0.58
C -0.9742 4.6355 1.9689  -0.42
C -1.1271 5.1873 3.2313  -0.75
C -0.5683 4.5628 4.3406  -0.63
C 0.1490 3.3844 4.1918  -0.66
C 0.2975 2.8285 2.9283  -0.25
H -1.5238 4.2088 -0.9292  1.04
H -1.5247 2.6357 -1.7118  0.36
H -4.0069 1.4391 0.9152  1.23
H -2.4660 1.6826 1.7302  0.37
H -3.8870 -2.1218 -1.1719  0.40
H -5.1597 -3.9194 -0.0680  0.43
H -5.2698 -4.0321 2.3980  0.41
H -4.0809 -2.3514 3.7672  0.45
H -2.7753 -0.5745 2.6822  0.32
H -4.8053 0.9326 -1.3231  0.40
H -5.4911 1.1259 -3.6812  0.44
H -3.9110 0.5433 -5.4881  0.41
H -1.6284 -0.2268 -4.9454  0.44
H -0.9235 -0.4044 -2.5794  0.38
H -4.4492 3.3009 2.0282  0.46
H -6.2419 4.9751 2.1071  0.41
H -6.6228 6.5003 0.1947  0.41
H -5.1985 6.2956 -1.8224  0.42
H -3.4530 4.5719 -1.9449  0.46
H 0.5468 3.0601 -2.6416  0.36
H 2.3390 4.2622 -3.8146  0.43
H 4.0734 5.4700 -2.5318  0.40
H 3.9973 5.4819 -0.0615  0.43
H 2.1915 4.3025 1.1298  0.45
H -1.4193 5.1318 1.1143  0.41
H -1.6847 6.1080 3.3500  0.47
H -0.6928 4.9983 5.3237  0.40
H 0.5884 2.8961 5.0519  0.50
H 0.8700 1.9145 2.8160  0.44

***

Density functional theory data (ωB97M-V with the def2-TZVPD basis set) for a structure of composition C3H7N3O in a non-equilibrium geometry.

Properties
Frontier orbital gap (spin up / spin down)   8.0 / 8.0 eV
Total energy   -357.879495 Ha
Energy above the lowest of the compared OMol25 structures with the same formula, charge and spin   106.9 kcal per mole

Each line ends with the natural charge from an NBO analysis.
Cartesian coordinates (Å):
C 0.0036 -0.8206 -0.0843  0.01
C -0.3178 0.5142 0.3954  0.37
N 0.1419 0.9397 1.6520  -0.80
N -1.5063 1.1325 0.0451  -0.81
C 1.0089 -0.6281 -0.9950  0.18
O -0.5342 -1.9741 0.4290  -0.68
N 1.5382 -1.1318 -2.0279  -0.74
H -0.7971 -2.5531 -0.2992  0.48
H 0.9893 0.4647 1.9323  0.40
H 0.2252 1.9466 1.7308  0.38
H -2.0038 0.7174 -0.7270  0.40
H -2.0844 1.4657 0.8042  0.39
H 2.4839 -0.8056 -2.2152  0.35
H 0.8527 0.7327 -0.6402  0.08

***

Density functional theory data (ωB97M-V with the def2-TZVPD basis set) for a structure of composition C5H11K3N2O11S in a non-equilibrium geometry.

Properties
Net charge   +2
Frontier orbital gap   5.9 eV
Total energy   -3331.553892 Ha
Energy above the lowest of the compared OMol25 structures with the same formula, charge and spin   0.0 kcal per mole

Each line ends with the natural charge from an NBO analysis.
Cartesian coordinates (Å):
K -20.6938 -7.6345 22.7841  1.00
K -21.9431 -16.4003 27.4050  1.00
K -22.7992 -11.1127 27.7387  1.00
O -21.2403 -13.1532 22.6123  -0.69
C -21.3474 -12.6202 23.8556  0.92
O -20.9075 -13.2060 24.8513  -0.83
O -21.4821 -11.3905 23.9879  -0.88
H -21.6373 -12.3847 22.1957  0.49
C -19.6178 -13.3813 18.3076  -0.48
N -20.4777 -12.3665 18.8003  0.51
O -20.0406 -11.5364 19.6562  -0.43
O -21.5787 -12.2833 18.2520  -0.34
H -18.8221 -12.9005 17.7386  0.26
H -20.2661 -14.1314 17.8547  0.25
H -19.2800 -13.8752 19.2187  0.24
C -22.4865 -17.6097 20.9813  -0.50
N -21.8777 -18.2948 22.1716  0.53
O -22.2240 -17.9319 23.3161  -0.46
O -21.1040 -19.1952 21.9646  -0.32
H -22.9497 -16.7113 21.3893  0.24
H -23.3947 -18.0675 20.5894  0.25
H -21.7027 -17.5631 20.2253  0.25
C -16.8902 -16.4131 23.1920  -0.10
C -17.1180 -17.7830 23.8301  -0.10
O -16.7421 -18.8033 22.9607  -0.64
S -16.4450 -18.1937 21.4200  2.42
O -17.3290 -18.8782 20.4402  -0.84
O -15.0013 -18.1977 21.1064  -0.84
O -16.9936 -16.6778 21.7762  -0.67
H -15.8978 -16.0484 23.4573  0.19
H -17.5884 -15.6316 23.4919  0.21
H -18.1511 -17.8154 24.1762  0.17
H -16.4700 -17.9067 24.6978  0.20

***

Density functional theory data (ωB97M-V with the def2-TZVPD basis set) for a structure of composition C7H10S2 in a non-equilibrium geometry.

Properties
Frontier orbital gap (spin up / spin down)   6.8 / 6.8 eV
Total energy   -1068.792395 Ha
Energy above the lowest of the compared OMol25 structures with the same formula, charge and spin   193.4 kcal per mole

Each line ends with the natural charge from an NBO analysis.
Cartesian coordinates (Å):
C 1.0315 -1.0080 1.5630  -0.29
C -0.1064 -1.0038 0.6198  -0.35
C 2.0527 -0.1957 1.1671  -0.11
C 0.1603 -0.2828 -0.4858  -0.35
C -2.3983 1.5657 -0.7607  -0.95
C -2.9674 -0.4989 -2.4898  -0.83
C 3.4361 0.2399 1.7468  -0.65
S 1.6075 0.5829 -0.4360  0.34
S -1.7263 0.4076 -1.8468  1.01
H 0.8610 -1.2847 2.6137  0.23
H -1.0997 -1.3496 0.8178  0.22
H -2.9553 0.9895 0.0468  0.22
H -1.4878 2.1055 -0.2729  0.22
H -3.6240 -0.8929 -1.6483  0.23
H -2.5968 -1.2313 -3.1347  0.21
H 3.7074 1.0921 1.1644  0.22
H 3.2138 0.4437 2.8154  0.23
H 4.0599 -0.6816 1.5120  0.23
H -1.1685 1.0025 -2.9918  0.17

***

Density functional theory data (ωB97M-V with the def2-TZVPD basis set) for the molecule C3H4ClFO in a non-equilibrium geometry.

Properties
SMILES   O[C@@H]1C[C@]1(F)Cl
Frontier orbital gap   11.0 eV
Total energy   -751.959076 Ha
Energy above the lowest of the compared OMol25 structures with the same formula, charge and spin   20.0 kcal per mole

Each line ends with the natural charge from an NBO analysis.
Cartesian coordinates (Å):
O -0.1323 0.6404 -1.6735  -0.68
C -0.5921 0.0206 -0.4980  0.05
C -0.2064 0.7093 0.7810  -0.47
C 0.3989 -0.5981 0.4309  0.32
F -0.0456 -1.6904 1.1346  -0.33
Cl 2.1684 -0.7783 0.1462  -0.04
H 0.3095 -0.0277 -2.1780  0.48
H -1.5196 -0.5335 -0.5826  0.20
H 0.4661 1.5662 0.7923  0.25
H -0.8469 0.6915 1.6471  0.24

***

Density functional theory data (ωB97M-V with the def2-TZVPD basis set) for the molecule C3HF6N in a non-equilibrium geometry.

Properties
Frontier orbital gap (spin up / spin down)   8.5 / 9.9 eV
Total energy   -768.757933 Ha
Energy above the lowest of the compared OMol25 structures with the same formula, charge and spin   47.1 kcal per mole

Each line ends with the natural charge from an NBO analysis.
Cartesian coordinates (Å):
C 1.5660 -1.2545 0.0224  0.38
C -0.0849 -1.3853 0.2881  0.70
C 2.1845 0.1252 0.2187  0.87
N -0.6631 -0.4584 -0.5047  -0.49
F 1.9982 -1.8475 -1.0486  -0.26
F -0.2368 -1.2854 1.6342  -0.33
F -0.3921 -2.6442 -0.0334  -0.31
F 2.2210 0.8552 -0.9046  -0.31
F 1.5109 0.8347 1.1226  -0.31
F 3.4390 -0.0064 0.6465  -0.30
H -0.7130 0.4612 -0.0833  0.36

***

Density functional theory data (ωB97M-V with the def2-TZVPD basis set) for a cluster of 2 separate species, C2H9NO3Si in total in a non-equilibrium geometry.

Properties
SMILES   [H]/N=[Si](\O)OC.CO
Frontier orbital gap   9.7 eV
Total energy   -651.583881 Ha
Energy above the lowest of the compared OMol25 structures with the same formula, charge and spin   73.9 kcal per mole

Each line ends with the natural charge from an NBO analysis.
Cartesian coordinates (Å):
H 0.9103 0.1995 2.8421  0.41
N 0.4242 0.5139 1.9353  -1.51
Si -0.7836 -0.3338 1.2312  2.25
O -1.3837 -1.8835 1.4999  -1.08
O -1.6368 0.1622 -0.0028  -0.92
C -1.6965 1.2545 -0.8111  -0.26
H -2.0516 -2.0681 0.7586  0.51
H -1.5449 2.2354 -0.2054  0.18
H -2.7788 1.2854 -1.1512  0.19
H -0.8714 1.3541 -1.6333  0.22
C 2.0484 -0.7621 -0.8460  -0.24
O 1.5401 0.5338 -0.8335  -0.77
H 2.4236 -1.0526 -1.9144  0.17
H 1.1885 -1.4906 -0.6752  0.14
H 2.9119 -0.8004 -0.2487  0.18
H 1.3005 0.8522 0.0546  0.51

***

Density functional theory data (ωB97M-V with the def2-TZVPD basis set) for a cluster of 2 separate species, C3H6N2 in total in a non-equilibrium geometry.

Properties
SMILES   C=NC.C#N
Frontier orbital gap   10.1 eV
Total energy   -227.328610 Ha
Energy above the lowest of the compared OMol25 structures with the same formula, charge and spin   60.4 kcal per mole

Each line ends with the natural charge from an NBO analysis.
Cartesian coordinates (Å):
C 1.2589 0.3205 -0.6452  -0.04
N 1.0555 -0.6119 0.1521  -0.42
C -0.1158 -1.4579 -0.0598  -0.45
H 0.4722 0.6168 -1.2649  0.16
H 2.1904 0.8759 -0.5491  0.18
H -0.7666 -1.4504 0.8169  0.19
H 0.3656 -2.3894 -0.0949  0.21
H -0.7042 -1.2889 -1.0548  0.16
C -1.2818 1.7449 0.8983  0.10
N -0.4113 1.8471 0.1753  -0.33
H -2.0629 1.7931 1.6260  0.23

***

Density functional theory data (ωB97M-V with the def2-TZVPD basis set) for the molecule C2H5N3O2 in a non-equilibrium geometry.

Properties
SMILES   [H]/N=C(\NN)OC=O
Frontier orbital gap   10.5 eV
Total energy   -393.795630 Ha
Energy above the lowest of the compared OMol25 structures with the same formula, charge and spin   140.3 kcal per mole

Each line ends with the natural charge from an NBO analysis.
Cartesian coordinates (Å):
H -0.3616 2.6453 -0.6023  0.36
N 0.3533 2.0438 -0.1920  -0.64
C -0.2336 0.8786 0.2646  0.65
N -1.5399 0.1644 0.2317  -0.46
N -1.2003 -1.2449 -0.3267  -0.72
O 0.5449 -0.0292 1.1169  -0.51
C 1.6093 -0.4161 0.4270  0.64
O 1.9024 -0.3141 -0.8131  -0.58
H -2.1848 0.5204 -0.4156  0.37
H -0.6235 -1.3257 -1.3936  0.38
H -0.5304 -1.9030 0.4208  0.39
H 2.2642 -1.0195 1.2822  0.13

***

Density functional theory data (ωB97M-V with the def2-TZVPD basis set) for a cluster of 4 separate species, C3H13NO4 in total in a non-equilibrium geometry.

Properties
SMILES   NCCC=O.O.O.O
Frontier orbital gap   9.9 eV
Total energy   -477.787029 Ha
Energy above the lowest of the compared OMol25 structures with the same formula, charge and spin   44.2 kcal per mole

Each line ends with the natural charge from an NBO analysis.
Cartesian coordinates (Å):
N -0.3771 0.8567 -0.2975  -0.85
C 0.5932 -0.1889 -0.0563  -0.21
C 0.1063 -1.3810 0.8136  -0.54
C -0.3573 -2.4184 -0.1580  0.47
O -1.3236 -2.3254 -0.8838  -0.57
H -1.0582 0.6112 -1.0022  0.38
H -0.8066 1.3584 0.4691  0.36
H 0.9190 -0.5594 -1.0307  0.19
H 1.4570 0.3163 0.3798  0.21
H -0.7078 -1.0867 1.4848  0.25
H 0.8987 -1.8040 1.4319  0.22
H 0.2222 -3.3539 -0.2009  0.12
O 0.7125 1.3969 2.9930  -0.93
H 1.3993 2.0756 3.0148  0.47
H 0.1337 1.7282 2.2995  0.46
O -3.3161 -0.4113 -1.1473  -0.99
H -2.5118 -0.9474 -1.0645  0.49
H -4.0057 -0.8337 -1.6552  0.47
O 2.6694 2.5018 -1.4411  -0.94
H 2.1310 1.7624 -1.7444  0.47
H 3.2218 2.7025 -2.2047  0.47

***

Density functional theory data (ωB97M-V with the def2-TZVPD basis set) for a structure of composition C28H27BN11O2Pt in a non-equilibrium geometry.

Properties
Net charge   +2
Spin multiplicity   2
Frontier orbital gap (spin up / spin down)   6.4 / 5.3 eV
Total energy   -1979.576975 Ha
Energy above the lowest of the compared OMol25 structures with the same formula, charge and spin   43.6 kcal per mole

Each line ends with the natural charge from an NBO analysis.
Cartesian coordinates (Å):
Pt 0.9062 -0.5407 0.0327  1.25
C 3.1749 2.7901 -0.6301  -0.66
C 1.6906 2.6888 -0.4338  0.19
C 0.8723 3.8123 -0.4647  -0.32
C -0.4029 3.3495 -0.6855  0.06
N -0.3557 2.0137 -0.7515  -0.35
N 0.9146 1.5815 -0.5229  -0.33
B -1.2277 1.0555 -1.5706  0.93
N -1.8116 -0.0531 -0.6261  -0.36
C -3.1078 -0.2092 -0.3266  0.05
C -3.3413 -1.5501 -0.1101  -0.31
C -2.1229 -2.1896 -0.3428  0.17
C -1.9838 -3.6586 -0.5927  -0.65
N -1.1847 -1.2577 -0.6174  -0.32
N -0.2172 0.3273 -2.5561  -0.34
C -0.0495 0.4291 -3.8845  0.04
C 1.0701 -0.2921 -4.2533  -0.32
C 1.5884 -0.8238 -3.0686  0.20
C 2.7816 -1.6837 -2.8495  -0.65
N 0.8017 -0.4259 -2.0715  -0.27
N -2.3353 1.6885 -2.3485  -0.43
C -3.1232 1.0614 -3.2706  -0.04
C -4.2035 1.8567 -3.5185  -0.31
C -4.0309 2.9725 -2.6625  0.18
C -4.9282 4.1521 -2.5014  -0.65
N -2.9207 2.8584 -1.9562  -0.32
H 3.7284 2.9927 0.2860  0.23
H 3.3467 3.6433 -1.2839  0.27
H 3.5890 1.9227 -1.1469  0.23
H 1.2003 4.8364 -0.4575  0.26
H -1.3265 3.8549 -0.9084  0.29
H -3.7871 0.6261 -0.3792  0.26
H -4.2913 -2.0253 0.0587  0.26
H -2.0458 -4.2579 0.3161  0.23
H -1.0818 -3.9030 -1.1479  0.22
H -2.8196 -3.9615 -1.2231  0.26
H -0.7306 1.0140 -4.4776  0.26
H 1.4647 -0.4153 -5.2458  0.26
H 3.6306 -1.3085 -3.4183  0.26
H 2.5870 -2.7034 -3.1834  0.25
H 3.0609 -1.7164 -1.7945  0.21
H -2.8592 0.0977 -3.6756  0.22
H -5.0033 1.6789 -4.2142  0.25
H -5.3552 4.4444 -3.4592  0.24
H -4.3752 4.9959 -2.0943  0.23
H -5.7523 3.9223 -1.8244  0.24
O 2.2967 0.5325 6.6953  -0.35
N 1.8728 -0.5916 6.5348  0.53
O 1.6184 -1.3905 7.3992  -0.31
C 1.6314 -1.0157 5.1305  0.07
C 0.9415 -2.1639 4.9547  -0.12
C 0.6649 -2.6552 3.6362  -0.07
C 0.2029 -3.9535 3.3359  -0.06
C 0.1600 -4.3521 2.0242  -0.23
C 0.4594 -3.4421 1.0029  0.13
N 0.7929 -2.1889 1.2604  -0.44
C 0.9655 -1.8200 2.5688  0.15
C 1.7079 -0.6135 2.7688  0.23
N 2.1439 -0.0389 1.6034  -0.47
C 3.1829 0.7702 1.6610  0.10
C 3.7181 1.1801 2.8855  -0.19
C 3.1793 0.7448 4.0677  -0.07
C 2.1606 -0.2382 4.0324  -0.09
H 0.6372 -2.7317 5.8241  0.28
H -0.0519 -4.6386 4.1338  0.26
H -0.1094 -5.3625 1.7533  0.26
H 0.4421 -3.7326 -0.0349  0.24
H 3.6102 1.0752 0.7248  0.24
H 4.5657 1.8505 2.8824  0.26
H 3.5741 1.0852 5.0117  0.28

***

Which of these has the lowest total energy?
C34H29F6MnN2O4P2S2

***

The highest energy above the lowest of the compared OMol25 structures with the same formula, charge and spin belongs to which entry?
C7H10S2

***

Number 6 is which compound?
C3HF6N

***

Among the records above, which one has the highest energy above the lowest of the compared OMol25 structures with the same formula, charge and spin?
C7H10S2